1.
Below is 8 unconnected molecules or ions with the total composition C38H55BrO24, with properties calculated with wB97M-V/def2-TZVPD.

Its total charge is 0. The SMILES is CCCC1=C(CCCBr)C(=O)OC1=O.C[C@@H]1COC(=O)O1.C[C@@H]1COC(=O)O1.C[C@@H]1COC(=O)O1.C[C@@H]1COC(=O)O1.C[C@@H]1COC(=O)O1.C[C@@H]1COC(=O)O1.C[C@@H]1COC(=O)O1. Its gap between HOMO and LUMO is 8.66 eV. Its spin multiplicity is 1. The HOMO energy comes out at -10.1 eV.

Positions of all 118 atoms, in Å:
C 5.49 -0.39 1.16
C 5.34 -0.52 -0.46
C 5.14 0.89 -1.25
C 4.84 2.20 -0.33
C 3.67 2.62 0.49
C 2.31 1.77 0.75
C 1.16 1.86 -0.41
C 0.46 0.34 -0.49
Br -1.47 0.37 -1.01
C 4.17 4.11 0.97
O 3.71 4.98 1.87
O 5.27 4.54 0.05
C 6.04 3.34 -0.23
O 7.39 3.11 -0.27
H 4.46 -0.19 1.71
H 6.29 0.43 1.42
H 5.84 -1.47 1.54
H 6.36 -0.99 -0.86
H 4.49 -1.26 -0.83
H 4.32 0.80 -2.10
H 6.15 1.12 -1.83
H 1.82 2.14 1.76
H 2.62 0.63 0.85
H 0.29 2.57 -0.02
H 1.54 2.24 -1.44
H 1.08 -0.39 -1.17
H 0.52 -0.12 0.61
C -5.06 -3.26 -3.76
C -3.74 -2.73 -3.23
C -2.54 -3.29 -3.92
O -1.54 -3.18 -2.92
C -2.19 -3.23 -1.72
O -1.63 -3.35 -0.64
O -3.54 -3.13 -1.88
H -5.88 -2.96 -3.11
H -5.25 -2.88 -4.77
H -5.06 -4.35 -3.78
H -3.74 -1.63 -3.25
H -2.26 -2.72 -4.81
H -2.64 -4.35 -4.18
C 10.08 3.80 -0.35
C 11.47 3.23 -0.18
C 12.49 3.85 -1.09
O 13.45 2.81 -1.22
C 12.78 1.64 -1.03
O 13.25 0.53 -1.25
O 11.51 1.86 -0.57
H 9.35 3.19 0.19
H 10.03 4.83 0.01
H 9.77 3.78 -1.41
H 11.78 3.29 0.87
H 12.95 4.74 -0.66
H 12.11 4.08 -2.09
C 2.51 7.77 2.42
C 2.28 8.62 1.19
C 2.44 10.09 1.43
O 1.62 10.66 0.42
C 0.65 9.73 0.16
O -0.34 9.95 -0.52
O 0.93 8.54 0.75
H 2.20 6.74 2.23
H 3.56 7.78 2.71
H 1.91 8.13 3.26
H 2.92 8.27 0.37
H 3.48 10.42 1.31
H 2.07 10.42 2.40
C -8.27 -0.72 1.17
C -8.07 -0.71 -0.33
C -9.33 -0.50 -1.11
O -9.04 -1.14 -2.34
C -8.12 -2.11 -2.07
O -7.77 -2.98 -2.85
O -7.64 -1.98 -0.79
H -7.36 -1.06 1.67
H -8.53 0.28 1.54
H -9.07 -1.41 1.46
H -7.30 0.02 -0.61
H -9.56 0.56 -1.27
H -10.21 -1.00 -0.67
C -4.55 -6.21 -0.58
C -3.97 -6.39 0.81
C -2.68 -7.14 0.84
O -2.68 -7.70 2.14
C -4.00 -7.85 2.49
O -4.39 -8.48 3.46
O -4.82 -7.22 1.60
H -5.57 -5.83 -0.53
H -3.94 -5.52 -1.17
H -4.60 -7.17 -1.12
H -3.89 -5.42 1.31
H -1.81 -6.48 0.71
H -2.62 -7.95 0.11
C 6.33 -5.83 2.23
C 6.62 -5.59 0.76
C 8.08 -5.47 0.44
O 8.06 -4.66 -0.72
C 6.93 -3.90 -0.65
O 6.69 -2.96 -1.39
O 6.11 -4.33 0.35
H 5.26 -5.73 2.43
H 6.65 -6.83 2.53
H 6.84 -5.10 2.86
H 6.13 -6.36 0.15
H 8.54 -6.43 0.24
H 8.65 -4.94 1.22
C -13.63 0.63 0.37
C -12.85 1.06 1.59
C -12.49 2.51 1.61
O -11.32 2.53 2.41
C -10.74 1.30 2.27
O -9.62 1.02 2.66
O -11.57 0.44 1.62
H -13.70 -0.46 0.32
H -14.64 1.05 0.38
H -13.13 0.96 -0.55
H -13.38 0.76 2.50
H -13.28 3.13 2.06
H -12.24 2.91 0.62

***

2.
Below is a molecular structure, C38H55N2OPdS3Te, with properties calculated with wB97M-V/def2-TZVPD.

Its total charge is 0. Its gap between HOMO and LUMO (alpha / beta) is 6.91 / 4.78 eV. Its spin multiplicity is 4. The expectation value of S² is 3.79. The HOMO energy (alpha / beta) comes out at -6.6 / -6.7 eV.

Positions of all 101 atoms, in Å:
Pd -0.89 1.07 -0.58
C -1.78 3.10 3.46
C -0.44 2.38 3.55
S 0.26 1.69 1.99
C 1.43 2.96 1.42
C 0.83 4.22 0.82
S -0.34 3.95 -0.56
C -1.94 3.73 0.31
C -2.35 4.86 1.23
S -1.63 4.84 2.92
H -2.21 3.16 4.46
H -2.49 2.60 2.82
H -0.56 1.50 4.19
H 0.31 3.04 3.99
H 2.02 2.43 0.67
H 2.07 3.21 2.27
H 1.63 4.81 0.37
H 0.33 4.82 1.57
H -1.91 2.78 0.84
H -2.65 3.64 -0.51
H -3.43 4.87 1.36
H -2.04 5.83 0.83
C 1.37 2.05 -2.96
C 1.90 1.13 -1.88
O 3.10 0.73 -1.96
N 1.14 0.79 -0.89
Te 2.65 -0.24 0.48
C 3.62 -1.37 2.17
C 3.04 -2.40 2.91
C 1.62 -2.81 2.68
C 3.78 -3.05 3.89
C 5.09 -2.68 4.17
C 5.89 -3.37 5.23
C 5.64 -1.62 3.46
C 4.92 -0.96 2.48
C 5.56 0.20 1.77
C 2.22 -2.02 -0.60
C 0.92 -2.47 -0.79
C -0.27 -1.81 -0.18
C 0.70 -3.59 -1.59
C 1.74 -4.27 -2.19
C 1.50 -5.48 -3.04
C 3.04 -3.80 -1.99
C 3.29 -2.68 -1.21
C 4.69 -2.17 -1.05
H 2.06 2.07 -3.80
H 1.27 3.06 -2.56
H 0.39 1.72 -3.30
H 1.06 -1.97 2.28
H 1.16 -3.14 3.60
H 1.57 -3.63 1.96
H 3.32 -3.85 4.46
H 5.31 -4.14 5.73
H 6.23 -2.65 5.98
H 6.77 -3.83 4.79
H 6.65 -1.31 3.68
H 6.57 0.36 2.14
H 4.98 1.11 1.93
H 5.62 0.02 0.69
H 0.03 -1.10 0.60
H -0.94 -2.56 0.25
H -0.84 -1.26 -0.96
H -0.32 -3.93 -1.74
H 0.44 -5.72 -3.08
H 2.04 -6.33 -2.64
H 1.85 -5.30 -4.06
H 3.86 -4.32 -2.46
H 5.38 -2.70 -1.70
H 5.01 -2.31 -0.01
H 4.71 -1.11 -1.28
C -1.76 1.33 -5.27
C -2.85 1.20 -4.24
C -4.19 1.21 -4.62
C -5.19 1.08 -3.66
C -6.64 1.12 -4.05
C -4.85 0.92 -2.32
C -3.51 0.88 -1.90
C -2.53 1.05 -2.91
N -3.04 0.70 -0.64
C -3.86 0.15 0.43
C -2.90 -0.27 1.56
C -4.65 -1.10 0.00
C -4.82 1.22 1.00
H -2.17 1.36 -6.28
H -1.07 0.48 -5.20
H -1.19 2.24 -5.10
H -4.46 1.31 -5.66
H -6.75 1.19 -5.13
H -7.12 1.98 -3.59
H -7.15 0.23 -3.70
H -5.66 0.86 -1.61
H -1.47 1.02 -2.60
H -2.59 -1.30 1.43
H -3.38 -0.17 2.53
H -2.00 0.36 1.54
H -3.99 -1.79 -0.51
H -5.48 -0.87 -0.66
H -5.05 -1.59 0.88
H -4.27 2.08 1.37
H -5.38 0.79 1.83
H -5.53 1.58 0.27

***

Looking at calculated total energy for the records above, in order, we have -5860.591114, -3256.060722 a.u..
Looking at maximum force for the records above, in order, we have 10.196, 1.758 eV/Å.